# 1
# H6O3

3 unconnected molecules or ions with the total composition H6O3 (ωB97M-V/def2-TZVPD, the OMol25 dataset).

Last column: Löwdin charge in e.
Geometry (Å):
O (-0.9715, -2.6887, 0.9379)  -0.069
H (-0.7200, -1.8241, 0.6131)  -0.035
H (-1.5317, -3.0496, 0.2507)  0.022
O (-0.1745, -0.0758, 0.4488)  -0.041
H (0.5272, 0.3222, -0.0664)  0.010
H (-0.8824, 0.5681, 0.4278)  0.050
O (1.3297, 1.9233, -1.0707)  -0.037
H (0.6159, 2.5436, -1.2188)  0.048
H (1.8072, 2.2811, -0.3223)  0.051

Cartesian forces (eV/Å) of the 6 atoms listed first:
O -0.2 -0.6 0.2
H 0.3 0.6 -0.1
H -0.1 -0.2 -0.1
O -0.2 -0.2 0.3
H 0.3 0.2 -0.4
H -0.2 0.1 0.0

Relative energy (zero: lowest compared OMol25 entry of this formula, charge and spin), eV: 0.318
Lowest unoccupied orbital energy, eV: 0.35
M, g/mol: 54.0
Strongest force on any atom, eV Å⁻¹: 0.67
Structure (SMILES): O.O.O
Total energy, eV: -6239.9351
Frontier orbital gap, hartree: 0.402


# 2
# H6O3

3 unconnected molecules or ions with the total composition H6O3 (ωB97M-V/def2-TZVPD, the OMol25 dataset).

Last column: Löwdin charge in e.
Geometry (Å):
H (0.6479, -0.1811, 0.6737)  0.039
H (-0.4787, -1.1487, 0.9968)  -0.016
H (-3.0650, -2.1799, 1.9993)  0.049
H (-1.6543, -2.5019, 1.5340)  0.041
H (1.4506, 3.1877, -2.2115)  0.031
H (2.6954, 3.1275, -3.0814)  0.032
O (0.4348, -1.1209, 0.6908)  -0.059
O (-2.1969, -1.7807, 1.8725)  -0.054
O (2.1662, 2.5980, -2.4743)  -0.063

Cartesian forces (eV/Å) of the 6 atoms listed first:
H 0.0 -0.1 0.0
H 0.0 0.3 0.0
H 0.0 0.1 0.0
H -0.1 -0.2 0.1
H 0.0 -0.1 0.0
H 0.0 -0.1 0.0

Relative energy (zero: lowest compared OMol25 entry of this formula, charge and spin), eV: 0.576
Lowest unoccupied orbital energy, eV: 0.81
M, g/mol: 54.0
Strongest force on any atom, eV Å⁻¹: 0.30
Structure (SMILES): O.O.O
Total energy, eV: -6239.6771
Frontier orbital gap, hartree: 0.441


# 3
# H6O3

A molecular structure, H6O3 at a distorted geometry (ωB97M-V/def2-TZVPD, the OMol25 dataset).

Last column: Löwdin charge in e.
Geometry (Å):
O (0.4271, -0.1727, 1.7301)  -0.048
H (-0.1136, -0.5385, 1.0301)  0.010
H (1.2564, -0.6464, 1.6652)  0.039
O (0.3953, 0.6025, -0.5917)  0.001
H (0.7506, 1.3608, -0.1282)  0.104
H (1.1603, 0.1793, -0.9815)  0.104
O (-1.6091, -0.2932, -0.6821)  -0.075
H (-1.5201, -0.5353, -1.6039)  0.028
H (-0.7469, 0.0436, -0.4381)  -0.164

Cartesian forces (eV/Å) of the 6 atoms listed first:
O 0.1 -0.1 1.1
H -0.3 -0.3 0.2
H 0.2 -0.2 0.1
O 3.9 2.2 -1.4
H 0.0 0.3 0.4
H 0.2 -0.2 -0.2

Relative energy (zero: lowest compared OMol25 entry of this formula, charge and spin), eV: 1.708
Lowest unoccupied orbital energy, eV: 0.27
M, g/mol: 54.0
Strongest force on any atom, eV Å⁻¹: 4.70
Total energy, eV: -6238.5454
Frontier orbital gap, hartree: 0.392


# 4
# H6O3

3 unconnected molecules or ions with the total composition H6O3 (ωB97M-V/def2-TZVPD, the OMol25 dataset).

Last column: Löwdin charge in e.
Geometry (Å):
O (2.7779, 0.6550, -1.1128)  -0.064
H (3.0766, -0.2460, -0.9897)  0.026
H (1.8302, 0.6131, -0.9851)  -0.030
O (0.1922, 0.4077, -0.1612)  -0.050
H (-0.5619, -0.1522, 0.0233)  -0.001
H (0.7292, 0.3551, 0.6294)  0.048
O (-2.3015, -0.5081, 0.7819)  -0.033
H (-2.9283, -1.1257, 0.4050)  0.052
H (-2.8143, 0.0013, 1.4093)  0.053

Cartesian forces (eV/Å) of the 6 atoms listed first:
O 0.6 0.2 0.0
H 0.1 -0.2 0.0
H -0.6 -0.1 -0.1
O 0.4 0.2 -0.2
H -0.6 -0.1 0.1
H 0.1 0.1 0.3

Relative energy (zero: lowest compared OMol25 entry of this formula, charge and spin), eV: 0.330
Lowest unoccupied orbital energy, eV: 0.41
M, g/mol: 54.0
Strongest force on any atom, eV Å⁻¹: 0.68
Structure (SMILES): O.O.O
Total energy, eV: -6239.9233
Frontier orbital gap, hartree: 0.411


# 5
# H6O4Si2

2 unconnected molecules or ions with the total composition H6O4Si2 at a distorted geometry (ωB97M-V/def2-TZVPD, the OMol25 dataset).

Last column: Löwdin charge in e.
Geometry (Å):
O (0.9060, -0.7256, -1.8762)  -0.253
O (-1.4039, 0.0696, 3.2704)  -0.097
O (-3.1748, 0.8337, 1.6075)  -0.091
O (-0.7367, 0.1496, 0.5994)  -0.229
Si (2.4787, -0.5155, -2.0459)  0.472
Si (-1.6655, 0.3121, 1.7185)  0.222
H (0.2374, -0.7533, -1.2423)  -0.021
H (-1.8971, 0.4279, 4.1042)  0.149
H (-3.6452, 1.2055, 0.8188)  0.109
H (3.3748, -1.7197, -2.1878)  -0.072
H (3.0981, 0.4731, -1.3738)  -0.132
H (2.4282, 0.2427, -3.3929)  -0.057

Cartesian forces (eV/Å) of the 6 atoms listed first:
O 0.4 -0.6 -1.2
O -0.7 0.7 2.9
O -1.5 0.8 -0.8
O 2.3 -0.7 -2.5
Si -0.5 -0.7 -3.9
Si -2.3 0.8 2.1

Relative energy (zero: lowest compared OMol25 entry of this formula, charge and spin), eV: 2.938
Lowest unoccupied orbital energy, eV: -0.44
M, g/mol: 126.2
Strongest force on any atom, eV Å⁻¹: 3.98
Structure (SMILES): O=[Si](O)O.O[SiH3]
Total energy, eV: -24044.9867
Frontier orbital gap, hartree: 0.348


# 6
# H6OSi2

H6OSi2 in the gas phase at a distorted geometry (ωB97M-V/def2-TZVPD, the OMol25 dataset).

Last column: Löwdin charge in e.
Geometry (Å):
O (-0.2471, 0.4843, 0.1961)  -0.617
Si (-1.3504, -0.8982, 0.3804)  0.618
Si (1.1817, 0.9483, -0.3847)  0.446
H (-1.7502, -1.2979, -0.9617)  -0.076
H (-0.6128, -1.9400, 1.0882)  -0.075
H (-2.4088, -0.2768, 1.1648)  -0.073
H (2.2449, 0.5008, 0.5205)  -0.075
H (1.0786, 2.4029, -0.4442)  -0.072
H (1.3946, 0.3579, -1.7103)  -0.075

Cartesian forces (eV/Å) of the 6 atoms listed first:
O -2.5 -2.5 0.6
Si 2.3 3.0 -0.3
Si 0.0 0.0 0.0
H -0.2 -0.2 -0.2
H 0.0 -0.3 0.1
H -0.4 -0.2 0.1

Relative energy (zero: lowest compared OMol25 entry of this formula, charge and spin), eV: 0.000
Lowest unoccupied orbital energy, eV: 0.85
M, g/mol: 78.2
Strongest force on any atom, eV Å⁻¹: 3.76
Structure (SMILES): [SiH3]O[SiH3]
Total energy, eV: -17900.8891
Frontier orbital gap, hartree: 0.427